C6H9F3N | ωB97M-V/def2-TZVPD

DFT total energy (eV): -15999.883
Charge: +1
Spin multiplicity: 1
Energy above the lowest of the compared OMol25 structures with the same formula, charge and spin (eV): 0.558
Largest force on an atom (eV Å⁻¹): 4.50
HOMO-LUMO gap (eV): 8.284

Atoms and positions in Å:
C 0.470 1.081 2.265
C 1.411 0.017 -0.718
C -0.542 0.814 1.487
C 0.456 -2.184 -0.571
C -0.615 -0.062 0.316
C -1.308 1.189 -1.359
N 0.466 -0.723 -0.270
F -2.474 0.730 -1.751
F -0.416 0.922 -2.282
F -1.353 2.433 -0.932
H 0.401 1.544 3.264
H 1.567 0.922 2.182
H 1.443 1.071 -0.509
H 2.222 -0.614 -1.175
H -1.453 0.995 1.858
H 1.426 -2.572 -0.750
H -0.016 -2.218 -1.578
H -0.180 -2.644 0.151
H -1.506 -0.701 0.371